The following is a DFT calculation (ωB97M-V/def2-TZVPD) of 7 unconnected molecules or ions with the total composition C12H32F8N6O11PS2 in a non-equilibrium geometry.

```
! RIJCOSX wB97M-V def2-TZVPD def2/J DEFGRID3
* xyz 1 1
C 2.13171 -2.25845 -1.07639
H 2.58338 -0.91427 2.44348
N 4.25673 -0.57918 1.25358
O -2.98301 0.03072 1.99221
H 3.32028 -2.44604 -3.50056
H 4.38295 0.16994 0.57231
F -2.31909 -2.11735 -4.60932
H -4.26681 1.49007 -2.61715
H 2.38926 -0.95749 -4.16161
F 0.69842 -1.79974 -5.71606
H 0.60127 3.41733 2.85886
C -0.82856 -0.15276 3.88840
F -0.30639 -3.14756 -4.15591
O -1.65526 4.00245 -2.14092
P -0.83527 -1.97588 -5.16621
O -0.73095 1.02344 0.66328
H 1.46072 -0.55410 -2.09522
N -4.67661 -1.71356 1.24279
N -1.01221 1.24858 3.42202
C -0.32754 2.21429 4.34711
H -0.79021 -0.20265 4.96606
C -2.46787 3.33196 -1.61511
O 1.28297 0.15846 0.65391
F -0.49203 -0.89784 -3.96210
H 7.60949 -0.97411 0.58677
H 0.76942 -3.69745 -0.44380
O -6.56663 -0.01218 1.68273
H -0.00640 -2.59751 -1.61071
C -3.42518 3.80684 -0.55796
H -1.57459 -0.76872 3.39632
C -3.23071 1.27779 -2.87717
H 1.60571 2.10749 3.44037
C 0.88497 2.85601 3.75925
O 3.10066 -2.70697 -0.54533
H -0.74030 1.32384 2.42100
H 3.95100 -1.41082 0.71209
C 0.74068 -2.67082 -0.81682
H 7.28731 0.41602 1.45066
O -4.25223 0.44672 -0.09763
N 2.28497 -1.20966 -2.08672
H -1.38612 1.62249 -1.82162
H 1.55554 -2.39362 -3.67627
H 6.40715 0.06535 -0.18252
S -3.79806 -0.46763 0.91051
F -1.26583 -0.77026 -6.12805
O 0.16727 0.40047 -1.20344
F -6.68132 -2.23842 2.47080
H -2.72781 1.39316 -0.89044
H 3.33200 0.76831 2.56863
H -3.30956 4.88221 -0.46285
H -3.07322 0.22390 -2.99660
N 0.24399 0.54741 0.03677
H -4.43912 3.49710 -0.80775
H 4.04431 -0.70161 3.32467
C 6.78508 -0.28164 0.77491
C 3.47278 -0.29758 2.49103
C 5.73574 -1.05528 1.52454
F -1.10207 -3.05475 -6.29621
H 0.12723 -0.48329 3.47612
H 1.21730 3.61817 4.45713
H -2.02690 1.41360 3.52210
F -2.63510 -1.21710 0.03349
H 3.09832 -0.61068 -1.93598
S -5.75579 -0.99721 2.29303
C 2.45179 -1.80151 -3.48638
H -3.10932 3.42234 0.41572
O -5.26659 -0.78478 3.59752
O -0.65713 2.21767 5.46345
H -3.02348 1.86355 -3.76912
O 5.87263 -2.07230 2.12623
H 0.29921 -2.12937 0.03131
N -2.40693 1.86447 -1.76119
*
```

The energy comes out at -3569.05262 Eh. Its HOMO energy is -11.84 eV. The HOMO-LUMO gap is 0.28199 Eh. The relative energy (zero: lowest compared OMol25 entry of this formula, charge and spin) is 0.000 eV.

***

The following is a DFT calculation (ωB97M-V/def2-TZVPD) of 6 unconnected molecules or ions with the total composition C12H32FN5O4 in a non-equilibrium geometry.

```
! RIJCOSX wB97M-V def2-TZVPD def2/J DEFGRID3
* xyz 0 1
C 5.84344 2.02224 -4.83702
H -3.12782 3.48282 3.20667
O 0.32791 -5.56517 3.42244
F 0.86039 -0.89987 0.38454
N 3.83501 2.46701 -3.44543
C -2.54018 -0.22613 -5.78312
H -3.73254 0.02703 -7.56239
C 4.56649 1.57065 -4.07891
H -0.03471 -2.14111 5.97457
H -3.06097 0.45860 -3.25814
N -2.90803 1.35347 2.76396
H -5.47377 -0.68968 3.13302
H -3.07074 2.15324 -3.59111
H 5.75968 2.98722 -5.33693
H -2.98433 -1.59350 -7.48448
C -2.37054 2.71157 3.06596
H -1.70287 3.05916 2.27763
H -1.53190 -6.34859 5.55762
C -4.52841 -0.38842 2.68176
C 0.02530 -5.18415 4.56406
H 4.66149 0.86979 2.54808
C 3.81995 3.89755 -3.63949
H -1.54731 1.35976 -3.67719
H 6.72083 2.11159 -4.19648
H 3.85683 2.30363 2.79398
C -2.84413 -0.53368 -7.27181
H -0.03469 -7.19512 5.28467
C -4.15066 1.01544 3.08853
H 2.85022 4.04268 -4.11556
H -1.81144 2.67153 4.00078
N 3.90413 1.32460 3.03762
H 3.89509 1.34817 4.04730
C -2.60537 1.21595 -3.89608
O -4.92766 1.72373 3.76202
H 3.19024 2.12381 -2.74787
O 4.31931 0.41051 -4.07581
H 3.03408 0.92563 2.71520
H 3.70548 4.47664 -2.72317
H -4.66398 -0.36261 1.60054
O -2.03660 -1.17967 -5.11662
N -2.84987 0.96261 -5.27533
C 0.01768 -3.22002 6.12058
H 6.06486 1.39408 -5.69985
H -1.97828 -0.27008 -7.87921
H -0.91417 -3.55411 6.57681
H -0.10262 -5.95055 6.58043
H 0.75547 -3.35049 6.91226
H 4.54189 4.34696 -4.32134
N 0.25058 -3.91086 4.89307
H 0.54373 -3.32284 4.12599
H -3.74044 -1.11074 2.89495
H -3.35872 1.63877 -5.82669
H -2.26892 0.77378 2.23899
C -0.44844 -6.23278 5.58602
*
```

The energy comes out at -1150.88813 Eh. Its HOMO energy is -6.59 eV. The HOMO-LUMO gap is 0.16704 Eh.

***

Question: Look up the energy of the first one.
Answer: -3569.05262 Eh